{
  "formula": "C23H62O9",
  "method": "ωB97M-V with the def2-TZVPD basis set",
  "smiles": "CC(C)O.CC(C)O.CC(C)O.CC(C)O.CC(C)O.CC(C)O.CC(C)O.OCCO",
  "e_tot_ev": -43283.680,
  "homo_lumo_gap_ha": 0.3638,
  "relative_energy_kj_mol": 9.4,
  "species": ["O", "O", "O", "O", "O", "O", "O", "O", "O", "C", "C", "C", "C", "C", "C", "C", "C", "C", "C", "C", "C", "C", "C", "C", "C", "C", "C", "C", "C", "C", "C", "C", "H", "H", "H", "H", "H", "H", "H", "H", "H", "H", "H", "H", "H", "H", "H", "H", "H", "H", "H", "H", "H", "H", "H", "H", "H", "H", "H", "H", "H", "H", "H", "H", "H", "H", "H", "H", "H", "H", "H", "H", "H", "H", "H", "H", "H", "H", "H", "H", "H", "H", "H", "H", "H", "H", "H", "H", "H", "H", "H", "H", "H", "H"],
  "coordinates": [[-3.581, 1.507, 1.294], [-0.171, 4.906, -0.511], [1.641, 1.380, 5.544], [1.796, -3.753, -1.576], [3.460, -0.795, 1.931], [-0.012, -1.987, -0.379], [0.084, 2.130, -1.510], [0.998, 0.632, 0.688], [-2.406, -1.634, -1.855], [-3.642, -0.911, 1.704], [2.355, 2.139, 3.401], [-3.866, -3.521, -1.780], [4.128, -1.409, 0.838], [-0.144, -0.107, 1.163], [1.136, 1.894, -2.446], [-5.270, 0.240, 0.161], [1.939, 2.573, 4.807], [-0.775, 3.669, 1.474], [-1.249, 4.609, 0.358], [5.476, -2.006, 1.270], [-1.689, 5.945, 0.917], [0.087, -1.589, 0.981], [0.981, -4.224, -2.649], [-3.269, -2.448, -2.678], [3.059, 3.329, 5.484], [1.145, 0.449, -2.913], [1.828, -5.003, -3.651], [-4.304, -1.571, -3.328], [0.884, 2.865, -3.604], [4.389, -0.368, -0.245], [-3.855, 0.238, 0.732], [-0.082, -5.143, -2.038], [2.055, 1.467, 6.407], [2.843, 3.581, 6.527], [-0.983, 0.236, 0.555], [-4.309, -0.969, 2.566], [-3.603, 1.477, 2.254], [-0.968, 6.423, 1.584], [6.029, -2.393, 0.416], [-2.458, -0.710, -2.116], [2.205, -5.880, -3.123], [-2.111, 4.154, -0.139], [-3.868, -0.735, -3.887], [-6.021, 0.613, 0.855], [1.471, 2.515, -4.458], [3.541, -2.220, 0.377], [-0.901, -1.798, -0.718], [-0.155, 2.846, -3.937], [-4.168, -4.423, -2.307], [-5.598, -0.725, -0.232], [2.667, -4.453, -4.071], [2.481, 3.021, 2.763], [5.091, 0.330, 0.219], [3.330, 1.648, 3.407], [2.114, 2.155, -2.027], [1.973, 0.325, -3.621], [0.281, 1.623, -0.699], [-3.685, -1.879, 1.199], [1.269, -3.144, -1.026], [1.142, 3.904, -3.403], [-0.664, -5.723, -2.763], [0.352, -5.849, -1.333], [-1.516, 3.705, 2.279], [1.036, 3.162, 4.610], [-0.622, -2.148, 1.605], [0.142, 4.125, -0.994], [6.052, -1.203, 1.742], [1.794, 0.194, 1.020], [-1.861, 6.659, 0.106], [3.357, 4.243, 4.974], [-4.943, -1.069, -2.598], [0.483, -3.375, -3.133], [-3.157, 0.082, -0.091], [0.207, 3.957, 1.842], [-2.618, -0.868, 2.095], [-0.737, 2.644, 1.107], [-4.934, -2.138, -4.016], [3.916, 2.648, 5.513], [-4.709, -3.179, -1.171], [1.117, -5.294, -4.425], [5.415, -2.791, 2.030], [-5.267, 0.900, -0.714], [3.465, -1.468, 2.626], [1.572, 1.559, 2.919], [-3.137, -3.780, -1.005], [-2.639, 5.919, 1.459], [3.481, 0.169, -0.526], [-2.623, -2.949, -3.404], [0.231, 0.145, -3.423], [4.776, -0.825, -1.151], [1.082, -1.912, 1.287], [1.346, -0.249, -2.099], [-0.790, -4.493, -1.516], [-0.340, 0.175, 2.201]],
  "lowdin_charge": [-0.04, -0.06, -0.05, -0.08, -0.06, -0.08, -0.08, -0.10, -0.09, -0.04, -0.06, -0.05, -0.50, -0.20, -0.48, -0.05, -0.49, -0.05, -0.49, -0.06, -0.07, -0.20, -0.50, -0.45, -0.07, -0.05, -0.06, -0.05, -0.05, -0.04, -0.50, -0.06, 0.07, 0.08, 0.11, 0.09, 0.09, 0.08, 0.08, 0.09, 0.08, 0.14, 0.09, 0.08, 0.08, 0.13, 0.06, 0.08, 0.08, 0.07, 0.08, 0.08, 0.09, 0.08, 0.14, 0.08, 0.05, 0.08, 0.04, 0.08, 0.08, 0.08, 0.08, 0.13, 0.12, 0.06, 0.08, 0.05, 0.08, 0.08, 0.07, 0.13, 0.10, 0.08, 0.06, 0.04, 0.09, 0.09, 0.07, 0.08, 0.08, 0.08, 0.11, 0.05, 0.07, 0.08, 0.06, 0.13, 0.08, 0.09, 0.11, 0.06, 0.05, 0.12]
}